Molecular formula: C32H33BrN6O4PrS4
Method: DFT, ωB97M-V/def2-TZVPD

Net charge ... -1
<S²> ... 2.002
Total energy ... -178306.4526 eV
M ... 914.73 g mol⁻¹
Largest force on an atom ... 1.32 eV/Å
LUMO energy (alpha / beta) ... 2.1 / 2.1 eV
Spin multiplicity ... 3

Positions of all 81 atoms, in Å:
Pr  0.3656  0.0604  0.1479
C  -0.0871  1.4478  -3.0580
C  0.4780  0.0709  -2.7731
N  -0.3422  -0.7765  -2.2401
N  0.0837  -2.0802  -2.2001
C  -0.1910  -2.8470  -1.2049
S  -0.9332  -2.4795  0.2972
S  0.4064  -4.5377  -1.4262
C  2.1289  -4.1906  -0.8717
C  2.8111  -5.4453  -0.4327
C  3.6125  -6.1722  -1.3077
C  4.2440  -7.3352  -0.8893
C  4.0794  -7.7852  0.4124
C  3.2796  -7.0674  1.2919
C  2.6497  -5.9069  0.8712
C  1.8966  -0.2140  -3.0157
C  2.5079  0.0908  -4.2309
C  3.8485  -0.1685  -4.4384
C  4.5984  -0.7255  -3.4029
C  4.0251  -1.0063  -2.1821
C  2.6578  -0.7492  -1.9329
O  2.1379  -0.9419  -0.7567
H  -0.9926  1.3372  -3.6563
H  0.6335  2.0468  -3.6212
H  -1.3762  2.4215  -1.7947
H  2.0405  -3.4830  -0.0498
H  2.6419  -3.7144  -1.7052
H  3.7438  -5.8163  -2.3234
H  4.8681  -7.8896  -1.5799
H  4.5726  -8.6918  0.7417
H  3.1490  -7.4115  2.3107
H  2.0277  -5.3398  1.5549
H  1.9072  0.5184  -5.0264
H  4.3048  0.0513  -5.3952
H  5.6528  -0.9244  -3.5588
H  4.6047  -1.4268  -1.3680
O  -0.9330  0.2582  2.1462
N  -0.9510  -0.8488  2.8682
C  -2.1340  -1.3094  3.3165
C  -2.2335  -2.4416  4.0800
C  -1.0662  -3.1399  4.3973
C  0.1344  -2.6763  3.9233
C  0.2164  -1.5201  3.1257
S  1.6891  -0.9555  2.4834
H  -2.9899  -0.7258  3.0121
H  -3.2067  -2.7782  4.4058
H  -1.1151  -4.0428  4.9920
H  1.0632  -3.1924  4.1158
O  1.1056  4.0784  -2.7930
S  0.4703  3.6701  -1.5095
N  -0.4059  2.1393  -1.7976
O  1.2911  2.0075  0.4289
C  1.8774  2.9909  -0.2265
C  3.0526  2.6402  -1.1308
C  4.3418  2.2185  -0.3845
C  4.3753  2.5678  1.1053
C  4.4676  4.0712  1.3555
C  3.3615  4.8422  0.6116
N  2.0647  4.1844  0.5764
H  3.2371  3.4766  -1.8023
H  2.7230  1.8157  -1.7613
H  5.2058  2.6738  -0.8787
H  4.4592  1.1375  -0.4795
H  5.2257  2.0685  1.5768
H  3.4756  2.1658  1.5737
H  5.4390  4.4439  1.0136
H  4.4039  4.2687  2.4301
H  3.6696  5.0238  -0.4183
H  3.2163  5.8214  1.0743
H  1.7058  3.9917  1.5029
Br  -6.7589  1.7028  -0.9675
C  -4.9548  1.1850  -0.6861
C  -4.4778  0.0091  -1.2316
C  -3.1427  -0.3096  -1.0145
N  -2.3168  0.4532  -0.3067
C  -2.8067  1.5696  0.2309
C  -4.1174  1.9895  0.0653
H  -5.1128  -0.6460  -1.8098
H  -2.7211  -1.2149  -1.4265
H  -2.1168  2.1516  0.8329
H  -4.4665  2.9099  0.5107

Atomic partial charges in e from the Löwdin method, atoms 1 to 2: atom 1 (Pr): 0.70, atom 2 (C): -0.17